*one*
Here is a 2-piece molecular cluster, CH5NOS2 overall from OMol25. Energies are from the ωB97M-V functional and the def2-TZVPD basis.

orbital gap: 10.09 eV
E_LUMO: 0.760 eV

```
10
Properties=species:S:1:pos:R:3:nbo_charge:R:1
S -0.6726 2.3031 -1.6988 -0.14
S -0.6424 0.3317 -1.2860 -0.10
H -1.6078 2.3719 -2.6670 0.12
H -1.5996 0.2371 -0.4020 0.12
C 1.0660 -1.5194 1.9679 0.53
N 1.5091 -2.1535 3.0951 -0.82
O 0.1087 -1.8962 1.3377 -0.60
H 1.6267 -0.6148 1.6974 0.11
H 1.1459 -3.0940 3.1705 0.39
H 2.4699 -2.0227 3.3827 0.39
```


*two*
Here is one molecule with the formula CH5NOS2 from OMol25. Energies are from the ωB97M-V functional and the def2-TZVPD basis.

orbital gap (spin up / spin down): 7.34 / 7.34 eV
E_LUMO (spin up / spin down): -0.116 / -0.116 eV

```
10
Properties=species:S:1:pos:R:3:nbo_charge:R:1
C -1.0556 -0.1546 -0.1924 -0.79
N 1.1992 -1.0173 0.0484 -0.95
O 0.0320 2.4136 -0.7625 -0.95
S 0.2012 0.2597 1.0970 0.50
S 0.7631 2.3477 0.5258 0.63
H -1.7987 -0.9167 0.3005 0.23
H -0.4868 -0.8143 -0.9017 0.27
H -1.6194 0.6341 -0.8139 0.29
H 0.5647 -1.7788 0.4396 0.37
H 2.2004 -0.9734 0.2591 0.39
```


Result of the stability comparison: *one* is the most stable of them.


*one*
Here is one molecule with the formula C4H5N3 from OMol25. Energies are from the ωB97M-V functional and the def2-TZVPD basis.

orbital gap: 9.86 eV
E_LUMO: 0.620 eV

```
12
Properties=species:S:1:pos:R:3:nbo_charge:R:1
N 1.6423 -0.6980 1.8463 -0.33
C 0.6594 -0.1065 1.6604 0.21
C 0.3319 0.1651 -1.1709 0.19
C -0.6890 -0.8903 -0.6827 -0.32
N -1.4382 -0.2082 0.3325 -0.47
C -0.6721 0.4338 1.1402 0.08
N 0.4598 1.1641 -0.4159 -0.59
H 0.9610 -0.0122 -2.0417 0.19
H -1.3364 -1.2530 -1.4923 0.22
H -0.0829 -1.7422 -0.3308 0.21
H -1.0484 1.3226 1.6455 0.22
H 1.2127 1.8248 -0.4907 0.39
```


*two*
Here is a 2-piece molecular cluster, C4H5N3 overall from OMol25. Energies are from the ωB97M-V functional and the def2-TZVPD basis.

orbital gap: 10.16 eV
E_LUMO: 0.593 eV

```
12
Properties=species:S:1:pos:R:3:nbo_charge:R:1
C -2.2632 -0.9681 0.1007 -0.04
N -1.0905 -1.4444 0.1574 -0.61
C 1.5088 0.1481 0.2978 -0.55
C 1.8839 -0.3373 -0.9869 0.28
N 2.1424 -0.7655 -2.0328 -0.33
C 1.3361 1.4356 0.5244 0.50
N 1.2566 2.6164 0.8054 -0.59
H -2.8426 -0.8319 -0.8182 0.15
H 0.3604 3.0673 0.6355 0.39
H -2.7643 -0.6765 1.0284 0.16
H -0.7460 -1.6852 -0.7768 0.34
H 1.2185 -0.5585 1.0652 0.30
```


Result of the stability comparison: *two* is the most stable of them.


*one*
Here is one molecule with the formula C4H5N3 from OMol25. Energies are from the ωB97M-V functional and the def2-TZVPD basis.

orbital gap: 10.51 eV
E_LUMO: 0.571 eV

```
12
Properties=species:S:1:pos:R:3:nbo_charge:R:1
N 1.8420 -1.1639 1.5608 -0.31
C 1.3691 -0.4494 0.7766 0.21
C 0.6232 -0.0190 -0.5626 -0.12
C -0.6275 -0.9227 -0.5423 -0.26
N -1.4960 -0.2180 0.4085 -0.42
C -1.0124 0.9544 0.5241 0.24
N 0.0510 1.2781 -0.3425 -0.62
H 1.2615 -0.0669 -1.4574 0.25
H -1.1373 -1.1346 -1.4956 0.22
H -0.2942 -1.8650 -0.1206 0.23
H -1.3255 1.6644 1.2819 0.20
H 0.7461 1.9425 -0.0309 0.39
```


*two*
Here is a 2-piece molecular cluster, C4H5N3 overall from OMol25. Energies are from the ωB97M-V functional and the def2-TZVPD basis.

orbital gap: 8.81 eV
E_LUMO: 0.130 eV

```
12
Properties=species:S:1:pos:R:3:nbo_charge:R:1
N 1.7696 -1.0393 -1.5652 -1.04
C 0.1629 -0.0755 0.1211 -0.08
C 0.3102 0.0907 1.3506 0.24
N -0.3949 0.5916 2.3263 -0.46
C -1.5547 1.0127 1.7315 0.23
N -1.8846 0.9289 0.4477 -0.44
C -1.0202 0.3752 -0.4260 0.04
H 1.5961 -2.0360 -1.5213 0.37
H 2.1010 -0.8120 -2.4918 0.36
H 2.5060 -0.8284 -0.8996 0.37
H -2.2779 1.4680 2.4010 0.20
H -1.3135 0.3241 -1.4743 0.20
```


Result of the stability comparison: *one* is the most stable of them.


*one*
Here is one molecule with the formula C7H14N2 from OMol25. Energies are from the ωB97M-V functional and the def2-TZVPD basis.

orbital gap: 8.49 eV
E_LUMO: 0.839 eV

```
23
Properties=species:S:1:pos:R:3:nbo_charge:R:1
C 1.6298 -1.2903 -0.9479 -0.62
C 0.4067 -0.5598 -0.2018 -0.10
C 0.5058 -0.9279 1.3365 -0.64
C 0.2941 0.9346 -0.5403 -0.04
C -1.4126 1.4587 -0.5538 -0.39
C -1.9468 0.3050 0.2612 -0.17
C -1.1658 -0.8214 -0.5220 -0.01
H 1.6567 -1.4884 -2.1863 0.22
H 1.7562 -2.3445 -0.5595 0.22
H 2.5549 -0.6881 -0.5846 0.21
H 0.8239 -1.9882 1.7359 0.23
H 1.4517 -0.3206 1.7757 0.20
H -0.4306 -0.5348 1.8238 0.22
H 0.5637 1.3798 -1.6068 0.20
H 1.3177 2.5960 0.2376 0.35
H 1.8936 1.2950 0.6887 0.34
H -1.8038 1.7404 -1.4973 0.20
H -1.3453 2.3590 0.1164 0.21
H -1.6487 0.6575 1.1902 0.19
H -2.5004 -1.7445 0.8648 0.39
H -1.2377 -0.5839 -1.4665 0.16
N 0.9888 1.7447 0.6092 -0.84
N -2.3516 -1.1781 0.0268 -0.56
```


*two*
Here is a 2-piece molecular cluster, C7H14N2 overall from OMol25. Energies are from the ωB97M-V functional and the def2-TZVPD basis.

orbital gap (spin up / spin down): 8.30 / 8.30 eV
E_LUMO (spin up / spin down): 0.689 / 0.689 eV

```
23
Properties=species:S:1:pos:R:3:nbo_charge:R:1
C 0.3080 1.3992 -0.1711 0.33
C -2.6133 0.0585 1.5457 -0.65
C -1.7387 -0.3637 -0.7844 -0.61
C 1.5189 -1.3661 0.5931 -0.67
C -1.6491 0.3204 0.4224 0.23
C 1.0851 -0.7997 -0.7215 -0.19
N 1.4380 2.0546 0.2491 -0.79
C 1.8679 -0.6608 -1.7869 -0.43
N -0.5614 1.0336 0.7541 -0.56
H 0.0185 1.6226 -1.2006 0.18
H 1.7386 1.8322 1.1861 0.40
H 2.1094 2.3432 -0.4458 0.40
H -0.1532 -0.8768 -0.8819 0.26
H -3.6470 0.1732 1.2173 0.22
H -2.4539 0.7463 2.3748 0.23
H -2.4848 -0.9555 1.9253 0.22
H -1.4963 0.1434 -1.7128 0.21
H -2.5566 -1.0563 -0.9300 0.21
H 2.0767 -2.2979 0.4814 0.22
H 2.1337 -0.6539 1.1459 0.21
H 0.6424 -1.5523 1.2174 0.22
H 2.9411 -0.8122 -1.7343 0.18
H 1.4760 -0.3321 -2.7432 0.19
```


Result of the stability comparison: *two* is the most stable of them.


*one*
Here is C7H14N2 as an isolated structure from OMol25. Energies are from the ωB97M-V functional and the def2-TZVPD basis.

orbital gap: 8.65 eV
E_LUMO: 0.855 eV

```
23
Properties=species:S:1:pos:R:3:nbo_charge:R:1
C -1.0624 -0.3609 0.2327 -0.27
C -0.5391 -1.7982 0.1632 -0.61
C -2.4688 -0.3008 -0.3831 -0.59
C -0.2051 0.7163 -0.4255 0.08
C -0.5828 2.0262 -0.4787 -0.31
H -1.1392 -0.0742 1.2865 0.24
H 0.3850 -1.9378 0.7209 0.21
H -3.1283 -1.0039 0.1288 0.21
H -0.4152 -2.1170 -0.8744 0.20
H -1.2764 -2.4632 0.6148 0.22
H -2.4398 -0.5736 -1.4403 0.20
H -2.8842 0.7011 -0.2972 0.24
H -0.0902 2.6207 -1.2602 0.15
N 1.1658 0.3950 -1.1050 -0.45
N 2.0682 -0.6591 -0.9305 -0.63
C 1.0986 1.4547 0.5343 -0.02
C 1.4226 0.8391 1.6973 -0.63
H 1.4057 1.0553 -1.8356 0.38
H 1.6125 -1.5474 -1.0824 0.35
H 2.4137 -0.6125 0.0351 0.35
H 1.5296 2.4302 0.3335 0.25
H 1.1115 -0.1645 1.9438 0.20
H 2.0182 1.3744 2.4221 0.23
```


*two*
Here is one molecule with the formula C7H14N2 from OMol25. Energies are from the ωB97M-V functional and the def2-TZVPD basis.

orbital gap: 8.70 eV
E_LUMO: 0.951 eV

```
23
Properties=species:S:1:pos:R:3:nbo_charge:R:1
C 2.0779 -1.9764 1.0395 -0.40
C 0.0352 1.2524 1.6654 -0.67
C 0.0638 -1.3551 -1.4564 -0.65
C -2.2194 1.5052 -0.8623 -0.72
N 0.9893 -1.1643 1.5260 -0.74
C 0.2014 0.0905 0.7485 0.21
C -0.1036 -0.3031 -0.4406 -0.03
C -0.7799 1.1771 -1.1440 0.33
N -0.0429 1.8055 -1.9692 -0.65
H 0.5907 -1.4689 2.4122 0.36
H -0.5540 2.5519 -2.4596 0.33
H 1.7791 -2.7290 0.2960 0.15
H 2.5420 -2.5351 1.8639 0.20
H 2.8543 -1.3425 0.5993 0.19
H -0.8840 1.1510 2.2495 0.22
H 0.0258 2.2038 1.1293 0.23
H 0.8738 1.2767 2.3657 0.25
H 0.9399 -1.1353 -2.0729 0.24
H 0.1756 -2.3448 -1.0071 0.23
H -0.8053 -1.4311 -2.1169 0.22
H -2.7330 0.6614 -0.3950 0.23
H -2.7479 1.7520 -1.7902 0.23
H -2.2788 2.3580 -0.1812 0.23
```


*three*
Here is a 2-piece molecular cluster, C7H14N2 overall from OMol25. Energies are from the ωB97M-V functional and the def2-TZVPD basis.

orbital gap: 9.56 eV
E_LUMO: 0.871 eV

```
23
Properties=species:S:1:pos:R:3:nbo_charge:R:1
C 2.1920 0.1812 -1.7215 -0.40
C 1.9210 1.3392 -0.7422 -0.62
C 1.6014 0.5011 -3.1087 -0.62
H 3.2646 -0.0092 -1.7003 0.19
H 1.7446 -0.7365 -1.3370 0.19
H 2.0769 1.0327 0.2953 0.20
H 1.4336 1.5611 -3.2643 0.21
H 2.2778 0.2026 -3.9166 0.20
H 0.8490 1.5398 -0.7088 0.23
H 2.5760 2.1683 -0.9753 0.20
H 0.7434 -0.1396 -3.2590 0.20
C -0.8715 1.1151 2.5991 -0.64
C -1.3278 -0.7863 -0.3671 0.16
C -1.1012 0.0381 1.5964 0.09
C -0.9963 -1.3091 1.7372 -0.11
N -1.2788 0.3401 0.2644 -0.46
N -1.1402 -1.8378 0.4860 -0.53
H -1.2869 -0.9635 -1.4305 0.19
H -1.3207 -2.7774 0.1698 0.42
H -0.9870 -1.9229 2.6301 0.22
H -0.1949 0.8074 3.3866 0.22
H -1.7971 1.4419 3.0865 0.22
H -0.3998 1.9689 2.1145 0.23
```


*four*
Here is a 2-piece molecular cluster, C7H14N2 overall from OMol25. Energies are from the ωB97M-V functional and the def2-TZVPD basis.

orbital gap: 9.46 eV
E_LUMO: 0.887 eV

```
23
Properties=species:S:1:pos:R:3:nbo_charge:R:1
C 1.9633 -1.6565 2.8412 -0.65
C -0.0152 -2.2774 -0.0269 0.17
C 1.3082 -1.6596 1.5369 0.10
C 1.9075 -1.2297 0.3973 -0.13
N 0.0804 -2.2778 1.2814 -0.47
N 1.0689 -1.6722 -0.5984 -0.53
H -0.8480 -2.5644 -0.8023 0.20
H 0.9646 -1.3110 -1.5141 0.41
H 2.8643 -0.7803 0.2543 0.22
H 2.4916 -0.7790 3.0955 0.22
H 2.8336 -2.3881 2.7999 0.21
H 1.2730 -2.1129 3.5431 0.24
C -1.8884 1.9713 -0.7294 -0.40
C -1.8619 0.7479 -1.6354 -0.61
C -0.7051 2.9087 -0.9732 -0.62
H -2.7837 2.5226 -0.9043 0.20
H -1.8420 1.5595 0.2909 0.20
H -1.1183 0.1059 -1.2560 0.20
H -0.7817 3.4838 -1.8993 0.20
H -0.5063 3.7397 -0.3061 0.21
H -1.9041 1.0256 -2.7347 0.20
H -2.7791 0.2056 -1.4492 0.21
H 0.2784 2.4383 -1.2112 0.20
```


Result of the stability comparison: *three* is the most stable of them.


*one*
Here is C7H14N2 as an isolated structure from OMol25. Energies are from the ωB97M-V functional and the def2-TZVPD basis.

orbital gap: 8.79 eV
E_LUMO: 0.878 eV

```
23
Properties=species:S:1:pos:R:3:nbo_charge:R:1
C -0.9583 -0.7222 -0.0456 -0.18
C 0.9023 -0.6174 0.3730 -0.14
C -1.4766 -0.8825 -1.4337 -0.65
C 1.8724 0.4133 0.9582 -0.62
C 1.5395 -1.2073 -0.8823 -0.63
C -0.7699 0.6179 0.5080 0.13
C -0.6250 1.7941 -0.1949 -0.64
N -1.1431 0.6175 1.9507 -0.14
N -2.0988 1.3309 2.2567 -0.27
H -1.3521 -1.4450 0.6706 0.23
H 0.8277 -1.3982 1.1352 0.20
H -2.4612 1.8600 1.4354 0.30
H -2.1780 -1.7198 -1.5024 0.23
H -2.0406 -0.0217 -1.8193 0.23
H -0.6828 -1.0125 -2.1747 0.23
H 2.8140 -0.0870 1.2094 0.22
H 1.5104 0.8515 1.8890 0.23
H 2.0918 1.2055 0.2402 0.21
H 1.5124 -0.4796 -1.6974 0.21
H 2.5801 -1.4824 -0.6860 0.22
H 1.0569 -2.1313 -1.2051 0.21
H -0.6723 1.8300 -1.2753 0.21
H -0.2489 2.6862 0.2902 0.21
```


*two*
Here is a 2-piece molecular cluster, C7H14N2 overall from OMol25. Energies are from the ωB97M-V functional and the def2-TZVPD basis.

orbital gap: 9.36 eV
E_LUMO: 0.849 eV

```
23
Properties=species:S:1:pos:R:3:nbo_charge:R:1
C 1.2961 -0.2463 2.7166 -0.41
C 0.9316 -1.3304 0.5778 -0.41
N 0.4282 -0.3221 1.5272 -0.49
C 0.4907 1.1832 -1.6584 0.10
N 1.5907 1.2032 -2.3268 -0.59
H 1.6046 0.4540 -3.0250 0.33
H 0.3230 1.9456 -0.8816 0.18
H 2.3366 -0.0791 2.4206 0.21
H 0.9815 0.5713 3.3725 0.21
H 1.9641 -1.1048 0.2939 0.21
H 0.3122 -1.3661 -0.3208 0.20
H 1.2439 -1.1755 3.2924 0.16
H 0.9134 -2.3409 0.9989 0.17
C -0.9519 -0.3137 1.7627 0.00
C -0.7975 0.4723 -2.1153 -0.28
C -1.8213 0.5966 1.3076 -0.40
C -1.1658 0.3677 -3.3943 -0.36
H -1.2748 -1.0171 2.5270 0.16
H -1.3260 -0.0833 -1.3449 0.22
H -1.4966 1.3598 0.6116 0.20
H -2.8766 0.5264 1.5414 0.21
H -0.6809 0.9263 -4.1927 0.20
H -2.0253 -0.2273 -3.6903 0.20
```


Result of the stability comparison: *two* is the most stable of them.